This record from OMol25 describes the molecule C3H3NO2. The level of theory is ωB97M-V with the def2-TZVPD basis set.

Its LUMO energy (alpha / beta) is 0.50 / 0.50 eV. For the largest force on an atom, the calculation gives 0.115 hartree/bohr. Its SMILES is Oc1cocn1. The value obtained for the HOMO energy (alpha / beta) is -8.3 / -8.3 eV. The HOMO-LUMO gap (alpha / beta) is 8.80 / 8.80 eV. Its charge is 0. The relative energy (zero: lowest compared OMol25 entry of this formula, charge and spin) is 4.506 eV. As for the total energy: -8740.6252 eV. The spin multiplicity is 1.

```
9
Properties=species:S:1:pos:R:3:forces:R:3
O 2.0699 -0.1116 0.2403 0.35 -0.31 -0.60
C 0.7619 -0.1450 -0.0213 -1.99 0.51 -0.71
C -0.0029 0.9814 -0.2266 0.38 1.66 0.46
O -1.3100 0.7596 -0.0519 0.39 0.04 -0.76
C -1.5667 -0.5022 0.0518 4.92 -1.51 -0.37
N 0.0159 -1.2215 -0.0925 -5.48 0.04 2.23
H 2.3882 -1.0211 0.3085 0.01 -0.06 -0.03
H 0.2292 1.9113 -0.6751 0.37 0.80 0.26
H -2.5855 -0.6509 0.4666 1.07 -1.17 -0.48
```
Positions in Å, forces in eV/Å.



This record from OMol25 describes a cluster of 2 separate species, C3H3NO2 in total. The level of theory is ωB97M-V with the def2-TZVPD basis set.

Its LUMO energy is -1.93 eV. For the largest force on an atom, the calculation gives 0.021 hartree/bohr. Its SMILES is N#CC(=O)C=O.[H][H]. The value obtained for the HOMO energy is -11.1 eV. The HOMO-LUMO gap is 9.17 eV. Its charge is 0. The relative energy (zero: lowest compared OMol25 entry of this formula, charge and spin) is 3.463 eV. As for the total energy: -8741.6682 eV. The spin multiplicity is 1.

```
9
Properties=species:S:1:pos:R:3:forces:R:3
N 2.4609 -0.9682 -0.1862 -0.96 0.51 -0.12
C 1.4496 -0.4464 -0.3927 0.97 -0.51 0.01
C 0.1176 0.1229 -0.6913 -0.05 0.43 -0.60
O -0.0313 1.1129 -1.3516 0.12 -0.73 0.12
C -1.0532 -0.6678 -0.0696 -0.64 0.04 -0.18
O -2.1816 -0.4214 -0.3867 0.59 -0.16 0.20
H -0.7763 -1.4534 0.6631 -0.02 0.12 -0.11
H -0.0421 1.6532 0.9716 -0.02 0.14 0.36
H 0.0941 1.1399 1.4872 0.02 0.16 0.30
```
Positions in Å, forces in eV/Å.



This record from OMol25 describes the molecule C3H3NO2. The level of theory is ωB97M-V with the def2-TZVPD basis set.

Its LUMO energy (alpha / beta) is -1.83 / -1.83 eV. For the largest force on an atom, the calculation gives 0.026 hartree/bohr. The value obtained for the HOMO energy (alpha / beta) is -9.1 / -9.1 eV. The HOMO-LUMO gap (alpha / beta) is 7.32 / 7.32 eV. Its charge is 0. The relative energy (zero: lowest compared OMol25 entry of this formula, charge and spin) is 4.286 eV. As for the total energy: -8740.8450 eV. The spin multiplicity is 1.

```
9
Properties=species:S:1:pos:R:3:forces:R:3
O 1.2572 0.6474 -0.9320 -0.30 -0.13 0.41
C 0.2310 0.0341 -0.4249 0.07 0.10 0.16
C -0.1916 0.2286 0.9491 -0.38 -0.57 -0.31
O 0.4339 1.0124 1.7264 0.21 0.13 -0.19
C -0.4785 -0.8731 -1.2705 -0.68 -0.81 -0.78
N -1.1115 -1.6255 -1.8827 0.65 0.75 0.57
H 1.6470 1.2208 -0.2295 -0.30 -0.12 0.24
H -0.4522 -0.8657 1.2281 0.80 -0.15 0.13
H -1.3354 0.2210 0.8359 -0.07 0.80 -0.22
```
Positions in Å, forces in eV/Å.



This record from OMol25 describes the molecule C3H3NO2. The level of theory is ωB97M-V with the def2-TZVPD basis set.

Its LUMO energy is 0.91 eV. For the largest force on an atom, the calculation gives 0.008 hartree/bohr. Its SMILES is Oc1cocn1. The value obtained for the HOMO energy is -9.0 eV. The HOMO-LUMO gap is 9.94 eV. Its charge is 0. The relative energy (zero: lowest compared OMol25 entry of this formula, charge and spin) is 1.216 eV. As for the total energy: -8743.9156 eV. The spin multiplicity is 1.

```
9
Properties=species:S:1:pos:R:3:forces:R:3
O 2.0173 -0.2716 -0.1294 0.01 -0.14 0.19
C 0.6904 -0.0596 -0.0935 -0.17 0.24 0.10
C 0.0176 1.1087 -0.1569 0.18 -0.04 -0.18
O -1.3154 0.7971 -0.0400 -0.07 -0.03 -0.16
C -1.3428 -0.5338 0.0920 -0.08 -0.12 -0.01
N -0.1865 -1.1097 0.0678 -0.24 0.23 0.08
H 2.1330 -1.0644 0.4103 0.37 -0.09 -0.20
H 0.2995 2.1313 -0.3373 -0.11 -0.09 0.14
H -2.3130 -0.9981 0.1869 0.10 0.04 0.04
```
Positions in Å, forces in eV/Å.



This record from OMol25 describes the molecule C3H3NO2. The level of theory is ωB97M-V with the def2-TZVPD basis set.

Its LUMO energy is 0.89 eV. For the largest force on an atom, the calculation gives 0.041 hartree/bohr. Its SMILES is Oc1ccon1. The value obtained for the HOMO energy is -10.1 eV. The HOMO-LUMO gap is 10.95 eV. Its charge is 0. The relative energy (zero: lowest compared OMol25 entry of this formula, charge and spin) is 2.994 eV. As for the total energy: -8742.1374 eV. The spin multiplicity is 1.

```
9
Properties=species:S:1:pos:R:3:forces:R:3
O -1.9863 -0.5470 0.4078 0.25 0.04 0.20
C -0.7576 -0.0870 0.1148 0.26 0.45 0.16
C 0.4954 -0.8137 0.0968 -0.61 1.26 0.11
C 1.3195 0.1219 -0.4088 0.55 0.17 0.45
O 0.7458 1.2998 -0.5685 -0.06 0.15 -0.93
N -0.6036 1.1566 -0.2616 -0.31 -0.42 -0.22
H -2.6184 0.1851 0.3017 0.27 -0.19 0.02
H 1.0244 -1.3100 0.8681 -0.45 -2.05 0.31
H 2.3808 -0.0058 -0.5504 0.10 0.59 -0.09
```
Positions in Å, forces in eV/Å.



This record from OMol25 describes the molecule C3H3NO2. The level of theory is ωB97M-V with the def2-TZVPD basis set.

Its LUMO energy (alpha / beta) is 0.63 / -3.70 eV. For the largest force on an atom, the calculation gives 0.156 hartree/bohr. As for the expectation value of S²: 2.01. The value obtained for the HOMO energy (alpha / beta) is -6.5 / -10.3 eV. The HOMO-LUMO gap (alpha / beta) is 7.10 / 6.60 eV. Its charge is 0. The relative energy (zero: lowest compared OMol25 entry of this formula, charge and spin) is 5.247 eV. As for the total energy: -8734.4512 eV. The spin multiplicity is 3.

```
9
Properties=species:S:1:pos:R:3:forces:R:3
C 1.5993 -1.0107 -0.7458 1.12 -1.08 -0.01
C 0.9656 -0.1588 -0.2120 -0.58 0.23 -0.45
C 0.0492 0.6872 0.3911 0.79 2.82 2.52
N -1.4910 0.0863 -0.0447 4.28 1.24 2.49
O -1.9068 0.4744 -1.0690 -1.61 3.48 -7.03
O -1.9511 -0.6516 0.7559 -1.67 -3.94 5.17
H 2.2376 -1.8404 -0.8697 0.24 -0.31 -0.58
H 0.3072 1.8362 0.2708 -1.44 -2.18 -0.63
H 0.1899 0.5776 1.5235 -1.14 -0.26 -1.47
```
Positions in Å, forces in eV/Å.



This record from OMol25 describes the molecule C3H3NO2S. The level of theory is ωB97M-V with the def2-TZVPD basis set.

Its LUMO energy is 0.16 eV. For the largest force on an atom, the calculation gives 0.073 hartree/bohr. Its SMILES is Oc1coc(=S)[nH]1. The value obtained for the HOMO energy is -8.1 eV. The HOMO-LUMO gap is 8.29 eV. Its charge is 0. The relative energy (zero: lowest compared OMol25 entry of this formula, charge and spin) is 2.168 eV. As for the total energy: -19578.6083 eV. The spin multiplicity is 1.

```
10
Properties=species:S:1:pos:R:3:forces:R:3
O -2.6780 -0.6943 0.0342 -3.13 0.83 0.72
C -1.4982 -0.0903 0.0099 0.28 -0.96 0.09
C -1.1042 1.1476 0.0569 0.80 2.80 -0.45
O 0.2961 1.2644 -0.0522 -0.81 -2.30 -0.21
C 0.8071 -0.0556 -0.1217 -3.42 1.26 0.98
S 2.3741 -0.2823 0.0674 0.91 -0.93 -0.31
N -0.3785 -0.8740 -0.1151 2.58 -0.52 -0.15
H -3.4734 -0.0846 0.3137 2.70 -1.53 -0.84
H -1.6603 2.0517 -0.0750 -0.09 0.23 0.26
H -0.3743 -1.9018 -0.0376 0.19 1.10 -0.07
```
Positions in Å, forces in eV/Å.



This record from OMol25 describes the molecule C3H3NO2S. The level of theory is ωB97M-V with the def2-TZVPD basis set.

Its LUMO energy is 0.28 eV. For the largest force on an atom, the calculation gives 0.023 hartree/bohr. Its SMILES is Oc1c[nH]oc1=S. The value obtained for the HOMO energy is -8.1 eV. The HOMO-LUMO gap is 8.40 eV. Its charge is 0. The relative energy (zero: lowest compared OMol25 entry of this formula, charge and spin) is 3.324 eV. As for the total energy: -19577.4524 eV. The spin multiplicity is 1.

```
10
Properties=species:S:1:pos:R:3:forces:R:3
O 1.1999 -1.9457 -0.1010 0.17 -0.29 -0.04
C 1.1273 -0.6068 -0.0839 -0.70 0.92 0.10
C 0.0512 0.2209 -0.1136 0.66 -0.18 0.01
N 0.4729 1.5317 -0.1818 -0.17 -0.08 -0.40
O 1.8596 1.5288 -0.0218 -0.19 0.05 0.12
C 2.2982 0.2399 -0.0198 0.18 -0.29 0.05
S 3.8808 -0.1298 0.0435 -0.05 -0.01 -0.03
H 0.3194 -2.3336 -0.1635 0.09 0.09 0.01
H -0.9969 0.0008 -0.1638 -0.24 -0.05 0.01
H 0.0369 2.2652 0.3651 0.25 -0.18 0.15
```
Positions in Å, forces in eV/Å.



This record from OMol25 describes the molecule C3H3NO3. The level of theory is ωB97M-V with the def2-TZVPD basis set.

Its LUMO energy (alpha / beta) is 0.28 / 0.28 eV. For the largest force on an atom, the calculation gives 0.110 hartree/bohr. The value obtained for the HOMO energy (alpha / beta) is -7.8 / -7.8 eV. The HOMO-LUMO gap (alpha / beta) is 8.06 / 8.06 eV. Its charge is 0. The relative energy (zero: lowest compared OMol25 entry of this formula, charge and spin) is 9.658 eV. As for the total energy: -10783.0425 eV. The spin multiplicity is 1.

```
10
Properties=species:S:1:pos:R:3:forces:R:3
C -1.3555 -1.1064 -0.2004 0.84 1.06 -3.54
C -0.4132 1.1984 -0.0988 -0.47 -2.77 1.12
C 1.2140 -0.4623 0.1621 -2.65 -0.91 1.31
N -1.1899 0.2001 0.0795 0.37 -0.89 -1.25
O -2.4960 -0.2017 0.0483 -2.23 1.98 0.55
O 0.8915 0.8025 -0.1879 1.38 1.52 -0.56
O 2.4249 -0.7551 -0.0642 -1.34 -3.30 1.53
H -1.2070 -1.7209 0.5660 0.66 -2.47 3.36
H -0.7754 2.1491 0.1286 0.33 1.69 -0.11
H 2.9066 -0.1037 -0.4331 3.10 4.09 -2.40
```
Positions in Å, forces in eV/Å.



This record from OMol25 describes the molecule C3H3NO3. The level of theory is ωB97M-V with the def2-TZVPD basis set.

Its LUMO energy is -0.28 eV. For the largest force on an atom, the calculation gives 0.032 hartree/bohr. Its SMILES is [H]/N=C(/C=O)OC=O. The value obtained for the HOMO energy is -10.1 eV. The HOMO-LUMO gap is 9.87 eV. Its charge is 0. The relative energy (zero: lowest compared OMol25 entry of this formula, charge and spin) is 2.502 eV. As for the total energy: -10790.1981 eV. The spin multiplicity is 1.

```
10
Properties=species:S:1:pos:R:3:forces:R:3
H -2.1071 0.9938 -0.9374 -0.81 -0.96 -0.06
N -1.1508 0.9135 -1.2299 -0.47 -0.11 0.71
C -0.3777 0.2411 -0.5034 -0.66 0.64 -0.51
C 1.0357 0.7665 -0.7454 0.37 0.60 -0.59
O 1.0087 1.8458 -1.2776 1.55 -0.27 0.44
O -0.8395 -0.6879 0.4273 0.10 0.23 0.01
C -0.0353 -1.2801 1.3461 0.50 0.09 0.03
O 1.1453 -1.1204 1.4557 -0.52 -0.01 -0.08
H 1.9766 0.2635 -0.5116 -0.19 -0.32 0.20
H -0.6560 -1.9358 1.9763 0.13 0.11 -0.14
```
Positions in Å, forces in eV/Å.



This record from OMol25 describes the molecule C3H3NO3. The level of theory is ωB97M-V with the def2-TZVPD basis set.

Its LUMO energy is -0.72 eV. For the largest force on an atom, the calculation gives 0.012 hartree/bohr. Its SMILES is [H]/N=C(/C=O)OC=O. The value obtained for the HOMO energy is -11.1 eV. The HOMO-LUMO gap is 10.41 eV. Its charge is 0. The relative energy (zero: lowest compared OMol25 entry of this formula, charge and spin) is 1.669 eV. As for the total energy: -10791.0318 eV. The spin multiplicity is 1.

```
10
Properties=species:S:1:pos:R:3:forces:R:3
H 1.3141 -1.5847 -1.5285 0.00 0.04 -0.02
N 1.1806 -0.5719 -1.5383 -0.29 0.01 0.36
C 0.5407 -0.1834 -0.5253 0.17 0.01 -0.21
C 0.3460 1.2978 -0.3210 -0.12 0.38 0.37
O 0.0894 1.7645 0.7615 0.10 -0.18 -0.60
O 0.1191 -0.9845 0.4971 0.04 -0.07 0.01
C -1.0480 -0.6214 1.1421 -0.24 -0.21 0.49
O -1.3328 -1.0701 2.2040 0.18 0.14 -0.57
H 0.4665 1.9047 -1.2307 0.16 -0.02 0.04
H -1.6757 0.0490 0.5391 -0.01 -0.10 0.13
```
Positions in Å, forces in eV/Å.



This record from OMol25 describes the molecule C3H3NO3. The level of theory is ωB97M-V with the def2-TZVPD basis set.

Its LUMO energy is 0.19 eV. For the largest force on an atom, the calculation gives 0.012 hartree/bohr. The value obtained for the HOMO energy is -9.4 eV. The HOMO-LUMO gap is 9.64 eV. Its charge is 0. The relative energy (zero: lowest compared OMol25 entry of this formula, charge and spin) is 4.355 eV. As for the total energy: -10788.3460 eV. The spin multiplicity is 1.

```
10
Properties=species:S:1:pos:R:3:forces:R:3
N -0.5115 1.3259 -0.8065 0.09 -0.42 0.11
C -0.4929 0.1336 -0.4574 0.21 0.57 -0.14
O 0.5225 -0.7690 -0.2660 -0.13 0.11 0.00
C 1.7786 -0.3198 0.0157 0.29 0.50 0.04
O 2.1100 0.8245 0.1140 -0.13 -0.61 -0.08
C -1.9321 -0.4269 1.1169 -0.31 -0.10 -0.30
O -1.6940 -0.5114 -0.1809 -0.09 0.10 0.50
H 0.4209 1.7150 -0.8999 0.02 -0.05 -0.13
H 2.4346 -1.1902 0.1365 -0.08 0.07 0.01
H -2.9692 -0.8177 1.1909 0.12 -0.17 0.00
```
Positions in Å, forces in eV/Å.